(1)
Density functional theory data (wB97M-V/def2-TZVPD) for an isolated molecule of C19H20F3N3O.

Element x y z (Å)
1 C -4.56 -0.08 -0.78
2 H -5.35 -0.71 -0.37
3 H -5.00 0.84 -1.16
4 H -4.08 -0.62 -1.58
5 C -3.56 0.25 0.32
6 N -2.86 -0.94 0.81
7 C -2.03 -1.67 0.00
8 O -2.24 -1.84 -1.18
9 N -0.97 -2.31 0.64
10 C -0.28 -1.74 1.78
11 H -0.98 -1.38 2.54
12 H 0.32 -2.53 2.22
13 C 0.63 -0.60 1.31
14 N 1.59 -1.14 0.38
15 C 2.77 -0.43 0.12
16 C 2.96 0.92 0.40
17 C 4.17 1.56 0.19
18 C 5.24 0.86 -0.33
19 C 5.08 -0.49 -0.63
20 C 3.87 -1.12 -0.40
21 H 3.77 -2.17 -0.62
22 H 5.90 -1.05 -1.04
23 H 6.18 1.35 -0.51
24 H 4.24 2.61 0.42
25 F 1.94 1.68 0.89
26 C 0.96 -1.80 -0.75
27 H 1.73 -2.23 -1.40
28 C 0.01 -2.89 -0.27
29 H -0.52 -3.33 -1.11
30 H 0.55 -3.67 0.27
31 H 0.38 -1.08 -1.34
32 H 1.16 -0.18 2.17
33 H 0.00 0.19 0.85
34 H -2.59 -0.87 1.78
35 C -2.52 1.28 -0.09
36 C -1.84 1.19 -1.30
37 C -0.82 2.08 -1.61
38 C -0.48 3.07 -0.71
39 C -1.15 3.17 0.50
40 C -2.16 2.28 0.81
41 H -2.66 2.39 1.76
42 F -0.83 4.14 1.38
43 F 0.50 3.94 -1.02
44 H -0.29 2.01 -2.54
45 H -2.10 0.42 -2.00
46 H -4.11 0.64 1.19

The HOMO-LUMO gap comes out at 8.754 eV. The highest occupied orbital energy comes out at -0.298 hartree. The charge is 0. The relative energy (zero: lowest compared OMol25 entry of this formula, charge and spin) is 17.1 kcal per mole. The calculated total energy comes out at -1275.14245 Eh. The SMILES is C[C@@H](NC(=O)N1CCN(c2ccccc2F)CC1)c1ccc(F)c(F)c1.

***

(2)
Density functional theory data (wB97M-V/def2-TZVPD) for an isolated molecule of C3H3N3O.

Element x y z (Å)
1 O 2.26 -1.11 -0.19
2 C 1.15 -0.72 0.02
3 N 0.99 0.81 0.07
4 N -0.12 1.30 0.46
5 C -1.18 0.63 -0.02
6 C -1.12 -0.77 -0.08
7 N -0.01 -1.38 0.30
8 H 1.81 1.34 0.35
9 H -1.82 1.31 -0.55
10 H -1.97 -1.41 -0.36

The HOMO-LUMO gap (alpha / beta) comes out at 8.009 / 8.010 eV. The highest occupied orbital energy (alpha / beta) comes out at -0.337 / -0.337 hartree. The charge is 0. The relative energy (zero: lowest compared OMol25 entry of this formula, charge and spin) is 63.9 kcal per mole. The calculated total energy comes out at -355.53804 Eh. The SMILES is O=c1nccn[nH]1.

***

(3)
Density functional theory data (wB97M-V/def2-TZVPD) for a structure of composition C24H66Ag2N6O14S2.

Element x y z (Å)
1 Ag -0.33 1.01 0.06
2 Ag -4.73 -0.41 0.08
3 S -3.36 1.72 -1.18
4 O -3.79 2.98 -1.70
5 O -3.76 1.59 0.20
6 O -4.10 0.55 -1.73
7 O -1.90 1.61 -1.30
8 S -2.33 -1.68 0.94
9 O -3.24 -0.85 1.68
10 O -1.91 -2.73 1.86
11 O -3.11 -2.07 -0.19
12 O -1.24 -0.91 0.40
13 C 2.28 4.79 0.05
14 C 1.07 3.98 -0.49
15 C 1.11 3.71 -1.98
16 O 1.02 4.96 -2.62
17 C -0.35 5.39 -2.69
18 N 1.25 2.69 0.14
19 H 2.63 5.50 -0.70
20 H 3.17 4.20 0.29
21 H 2.06 5.38 0.94
22 H 0.22 4.52 -0.07
23 H 0.28 3.08 -2.31
24 H 2.06 3.31 -2.33
25 H -0.35 6.35 -3.22
26 H -0.92 5.70 -1.81
27 H -1.05 4.71 -3.17
28 H 2.16 2.40 -0.19
29 H 1.52 2.79 1.11
30 C -2.10 -3.83 -3.11
31 C -1.94 -2.38 -3.67
32 C -3.10 -2.06 -4.70
33 O -3.26 -3.13 -5.63
34 C -4.00 -2.82 -6.84
35 N -1.93 -1.41 -2.58
36 H -3.12 -3.94 -2.75
37 H -1.44 -4.09 -2.29
38 H -1.97 -4.44 -4.01
39 H -1.01 -2.34 -4.23
40 H -3.05 -1.10 -5.21
41 H -4.07 -2.09 -4.21
42 H -5.05 -2.65 -6.64
43 H -3.95 -3.68 -7.52
44 H -3.57 -1.91 -7.26
45 H -2.50 -0.60 -2.76
46 H -2.44 -1.79 -1.79
47 C 0.59 -0.36 3.56
48 C 1.49 0.50 2.66
49 C 2.82 0.96 3.20
50 O 3.29 2.03 2.42
51 C 3.47 3.14 3.18
52 N 1.46 -0.14 1.36
53 H -0.33 -0.64 3.05
54 H 0.45 0.18 4.49
55 H 1.06 -1.30 3.84
56 H 0.97 1.45 2.52
57 H 3.45 0.07 3.13
58 H 2.76 1.31 4.22
59 H 4.19 3.06 4.00
60 H 2.54 3.49 3.63
61 H 3.77 3.92 2.47
62 H 1.13 -1.08 1.53
63 H 2.40 -0.31 1.03
64 C -2.16 3.88 2.09
65 C -1.55 2.65 2.91
66 C -2.40 2.18 4.13
67 O -1.63 1.27 4.88
68 C -2.26 0.57 5.94
69 N -1.71 1.50 2.02
70 H -1.57 4.12 1.21
71 H -2.11 4.84 2.59
72 H -3.24 3.82 1.96
73 H -0.49 2.78 3.12
74 H -3.36 1.90 3.71
75 H -2.62 3.10 4.69
76 H -1.59 -0.10 6.48
77 H -3.08 -0.04 5.56
78 H -2.76 1.24 6.64
79 H -2.55 1.65 1.48
80 H -2.06 0.71 2.55
81 C 1.68 -1.83 -2.95
82 C 1.83 -0.71 -1.92
83 C 2.95 0.37 -2.33
84 O 3.28 1.23 -1.24
85 C 4.65 1.63 -1.20
86 N 0.47 -0.11 -1.87
87 H 1.15 -2.71 -2.59
88 H 2.65 -2.24 -3.24
89 H 1.18 -1.68 -3.90
90 H 2.12 -1.09 -0.94
91 H 2.61 1.06 -3.11
92 H 3.75 -0.19 -2.82
93 H 5.07 1.95 -2.16
94 H 5.27 0.79 -0.91
95 H 4.67 2.38 -0.41
96 H -0.33 -0.73 -1.83
97 H 0.35 0.39 -2.74
98 C 2.71 -3.34 0.43
99 C 1.27 -3.66 0.64
100 C 0.87 -5.12 0.59
101 O 1.31 -5.76 1.85
102 C 0.94 -7.19 1.92
103 N 0.79 -2.98 1.84
104 H 3.06 -2.31 0.51
105 H 3.13 -3.69 -0.52
106 H 3.35 -3.78 1.20
107 H 0.60 -3.15 -0.06
108 H 1.31 -5.48 -0.34
109 H -0.21 -5.07 0.72
110 H 1.83 -7.76 2.17
111 H 0.42 -7.69 1.10
112 H 0.35 -7.31 2.82
113 H -0.20 -2.83 1.69
114 H 0.85 -3.76 2.48

The HOMO-LUMO gap (alpha / beta) comes out at 8.087 / 4.993 eV. The highest occupied orbital energy (alpha / beta) comes out at -0.309 / -0.303 hartree. The charge is 0. The calculated total energy comes out at -3425.93419 Eh. The spin multiplicity is 3.

***

(4)
Density functional theory data (wB97M-V/def2-TZVPD) for a cluster of 5 separate species, CH14NO4 in total.

Element x y z (Å)
1 C 0.02 1.81 -0.77
2 N 1.36 1.14 -0.73
3 H -0.34 1.80 0.25
4 H -0.68 1.33 -1.45
5 H 0.19 2.82 -1.13
6 H 1.93 1.32 -1.56
7 H 1.92 1.58 0.00
8 H 1.23 0.12 -0.60
9 H -1.87 2.36 6.43
10 H -2.31 0.97 6.05
11 O -1.71 1.67 5.77
12 H 2.18 -4.66 -2.60
13 H 1.85 -3.80 -3.81
14 O 1.48 -4.10 -2.97
15 H 2.20 -2.13 -1.35
16 H 0.81 -2.19 -1.84
17 O 1.44 -1.55 -1.47
18 H -3.48 -0.24 0.48
19 H -3.38 1.27 0.75
20 O -2.85 0.48 0.56

The HOMO-LUMO gap comes out at 10.306 eV. The highest occupied orbital energy comes out at -0.494 hartree. The charge is +1. The relative energy (zero: lowest compared OMol25 entry of this formula, charge and spin) is 27.7 kcal per mole. The calculated total energy comes out at -401.96980 Eh.

***

(5)
Density functional theory data (wB97M-V/def2-TZVPD) for an isolated molecule of C4H7FO.

Element x y z (Å)
1 C -0.50 1.72 1.19
2 C -0.30 0.75 0.07
3 C 0.59 -0.24 0.04
4 C 0.65 -1.22 -1.09
5 H -1.53 1.54 1.65
6 H -0.48 2.77 0.82
7 H 0.30 1.54 1.87
8 H 1.26 -0.39 0.94
9 H 0.07 -0.87 -1.88
10 H 1.72 -1.47 -1.27
11 H -0.83 -2.44 -0.65
12 O 0.16 -2.48 -0.69
13 F -1.11 0.78 -1.00

The HOMO-LUMO gap comes out at 10.272 eV. The highest occupied orbital energy comes out at -0.344 hartree. The charge is 0. The relative energy (zero: lowest compared OMol25 entry of this formula, charge and spin) is 22.4 kcal per mole. The calculated total energy comes out at -331.67358 Eh. The SMILES is C/C(F)=C/CO.

***

(6)
Density functional theory data (wB97M-V/def2-TZVPD) for the ion C5H5FN with charge +1.

Element x y z (Å)
1 F 2.58 0.38 -0.19
2 C 1.29 0.20 -0.11
3 C 0.48 1.27 0.11
4 C -0.89 1.06 0.22
5 C -1.36 -0.25 0.10
6 C -0.48 -1.26 -0.12
7 N 0.84 -1.05 -0.22
8 H 0.89 2.27 0.22
9 H -1.56 1.90 0.38
10 H -2.42 -0.45 0.20
11 H -0.85 -2.27 -0.21
12 H 1.50 -1.81 -0.38

The HOMO-LUMO gap comes out at 10.336 eV. The highest occupied orbital energy comes out at -0.568 hartree. The charge is +1. The relative energy (zero: lowest compared OMol25 entry of this formula, charge and spin) is 0.0 kcal per mole. The calculated total energy comes out at -347.89587 Eh. The SMILES is Fc1cccc[nH+]1.